No. 1
C46H33AsClMoN3O as an isolated structure, computed with ωB97M-V/def2-TZVPD.

As for the charge: +2. As for the spin multiplicity: 3. The total energy is -129960.142 eV. The value obtained for the energy above the lowest of the compared OMol25 structures with the same formula, charge and spin is 35.3 kJ/mol. The highest occupied orbital energy (alpha / beta) comes out at -13.0853 / -13.4503 eV. The LUMO energy (alpha / beta) is -0.24042 / -0.26187 hartree.

Each line ends with the Löwdin spin population.
Element x y z (Å)
N  -0.0396  -1.5623  1.3535  0.019
C  -3.0660  -3.7407  1.7478  -0.005
C  -1.8342  5.3382  -1.5555  -0.001
C  -0.8009  -2.4001  -2.4325  0.039
C  -0.4358  2.4495  4.5472  -0.001
H  -1.9420  -2.5870  3.1470  0.000
H  4.3471  -3.8586  -0.3604  0.000
H  1.6963  -1.3957  -4.6312  0.000
C  -2.7929  4.3386  -1.5547  0.000
C  0.6446  2.7526  3.7322  0.002
H  -4.0214  0.4548  3.6680  0.000
C  -2.4639  3.0551  -1.1411  -0.001
Cl  3.3724  0.4627  6.3277  0.004
H  1.2451  -0.8719  5.0155  0.000
C  -3.2284  -4.1497  0.4505  0.002
C  3.6773  0.5348  2.3627  0.014
C  1.3856  0.1762  -3.1946  0.008
C  -2.4167  0.3731  0.6821  0.009
C  1.3894  -0.3692  -4.4804  -0.008
C  0.6467  2.3563  2.4027  0.000
O  2.1679  -0.1441  0.6761  0.097
C  0.6959  2.2969  -4.1018  0.001
C  2.4918  -0.0872  1.9349  0.004
C  0.4150  -1.3598  2.5676  0.051
H  -2.3740  1.5538  4.6787  0.000
H  0.1870  5.8636  -1.0699  0.000
H  -0.1829  -1.8893  -3.1642  0.002
H  6.0746  -1.2703  -3.2888  0.000
H  2.1251  -2.7906  -0.7126  0.003
C  -1.7592  -3.3148  -2.8527  0.000
H  -0.1131  -1.7959  3.4127  0.001
C  3.0377  -2.3813  -1.2047  -0.008
H  -5.6828  -0.7794  2.3493  0.000
C  -4.7610  -0.4681  1.8830  0.000
H  1.4857  3.2978  4.1302  0.000
C  -1.1651  2.7773  -0.7256  -0.001
C  -2.6385  0.6528  2.0413  0.001
C  -0.4401  1.6647  1.8954  0.006
H  6.3030  -3.1014  -1.6383  -0.001
C  1.9140  -0.4702  4.2698  0.012
N  -0.5979  -2.0623  -1.1468  0.012
H  -3.9714  -4.8842  0.1813  0.000
H  -0.4354  2.7622  5.5804  0.000
C  -4.5269  -0.7571  0.5463  0.001
H  1.1534  1.9437  -2.0176  0.001
H  4.3532  0.9198  1.6121  0.001
C  -2.4218  -3.6045  -0.5710  0.001
C  3.9556  0.6785  3.7014  0.008
H  0.3946  2.3481  -6.2231  0.000
H  1.0005  -0.0228  -6.5471  0.000
H  -3.8052  4.5662  -1.8563  0.000
H  -2.0911  6.3299  -1.8916  0.000
C  5.3556  -2.6063  -1.7777  -0.013
C  4.2546  -3.0205  -1.0381  0.001
C  -0.5452  5.0710  -1.1160  0.000
C  5.2294  -1.5697  -2.6909  0.002
C  -3.3493  -0.3383  -0.0544  0.000
H  0.7998  3.5753  -0.3605  0.000
H  4.8671  1.1570  4.0186  0.000
C  4.0268  -0.9048  -2.8421  -0.012
H  3.9387  -0.0760  -3.5278  0.000
N  1.7073  -0.5988  -2.0699  -0.064
C  1.0126  0.4103  -5.5585  0.002
H  -3.2223  2.2786  -1.1298  0.000
C  -2.0386  -2.8583  2.1064  0.002
H  -1.8445  -3.5374  -3.9049  -0.001
H  0.4679  3.3436  -3.9602  0.000
C  1.5975  -0.6391  2.9109  0.017
C  -3.8251  0.2278  2.6306  0.001
As  -0.7012  1.0364  0.0795  0.017
C  -1.4046  -2.6861  -0.2182  0.020
C  -1.5487  1.3695  2.7103  0.001
C  0.6572  1.7383  -5.3725  -0.008
Mo  0.8536  -0.8673  -0.3973  1.698
C  -2.5836  -3.9257  -1.9335  0.042
C  -1.5283  1.7643  4.0431  0.001
C  -1.1751  -2.3665  1.1447  -0.001
C  3.0546  0.2050  4.6628  0.016
H  -3.7207  -4.1206  2.5163  0.000
H  1.4995  2.5835  1.7702  0.000
H  -5.2540  -1.3044  -0.0322  0.000
C  1.0496  1.5185  -3.0146  -0.003
H  -3.1507  -0.5586  -1.1000  0.000
C  -0.2089  3.7915  -0.7073  -0.001
C  2.9183  -1.2907  -2.0845  0.007
H  -3.3406  -4.6300  -2.2368  0.002

Force components x, y, z for each atom (eV/Å):
0.1 -0.4 1.6
-0.1 -0.3 -0.3
0.0 0.0 0.0
0.3 0.5 0.2
0.0 0.0 0.0
0.0 0.0 0.0
0.0 0.0 0.0
0.0 -0.1 0.0
0.0 0.0 0.0
0.0 0.0 0.0
-0.1 0.0 0.1
0.1 -0.4 0.1
0.0 0.0 0.2
-0.1 0.0 0.2
0.0 0.1 0.2
-0.4 -0.2 -0.5
-0.4 0.7 -0.8
-0.2 -0.1 0.1
0.0 -0.1 0.2
0.1 0.0 -0.3
1.6 0.9 0.8
-0.1 0.0 -0.1
-0.1 -0.1 1.9
0.2 0.1 -0.1
-0.1 0.0 0.1
0.1 0.0 -0.1
-0.1 -0.1 0.1
0.1 0.1 0.0
0.5 -0.1 -0.2
-0.4 -0.3 0.1
-0.1 0.0 -0.1
-0.5 0.1 -0.2
-0.1 -0.1 0.0
0.0 0.0 0.0
0.1 0.1 0.1
0.1 -0.1 -0.1
0.0 -0.2 -0.5
0.0 -0.1 0.3
0.1 -0.1 -0.1
0.2 0.1 0.2
-2.1 -2.1 -1.0
-0.2 0.0 0.0
0.0 0.0 0.1
0.1 0.0 -0.1
-0.1 0.0 -0.3
0.0 0.0 0.0
0.2 0.2 0.1
-0.3 -0.2 0.1
-0.1 0.0 -0.1
0.0 0.0 -0.1
0.0 -0.1 -0.1
0.0 0.1 0.0
-0.2 -0.1 0.2
0.1 -0.1 0.1
0.0 -0.1 0.0
-0.1 0.0 0.1
0.2 0.1 -0.2
-0.1 0.2 0.0
0.1 0.1 0.1
-0.3 0.2 0.1
0.0 0.1 0.0
0.1 0.2 -0.7
0.0 0.0 0.0
0.0 0.1 0.0
0.5 0.3 -0.4
0.0 0.1 -0.1
0.0 0.1 0.0
0.7 0.3 -0.4
0.2 0.1 -0.1
-1.5 1.6 0.7
-0.1 -0.2 0.4
0.5 0.1 -0.1
0.1 0.1 0.1
0.9 1.0 -1.6
0.5 0.4 0.0
-0.1 0.0 -0.2
-0.9 -0.7 0.1
-0.3 -0.3 -0.3
0.0 -0.1 0.1
-0.1 0.0 0.1
-0.1 0.0 0.0
0.3 -0.3 0.2
-0.1 0.0 0.0
0.2 -0.3 0.1
0.9 -0.9 0.1
-0.1 -0.1 -0.1



No. 2
C37H39As2IrN3O10 as an isolated structure, computed with ωB97M-V/def2-TZVPD.

As for the charge: +1. As for the spin multiplicity: 5. The total energy is -188453.285 eV. The value obtained for the energy above the lowest of the compared OMol25 structures with the same formula, charge and spin is 80.5 kJ/mol. The highest occupied orbital energy (alpha / beta) comes out at -10.7352 / -10.8228 eV. The LUMO energy (alpha / beta) is -0.13142 / -0.21801 hartree.

Each line ends with the Löwdin spin population.
Element x y z (Å)
H  4.7124  -3.5540  -0.3910  0.000
H  -1.6470  -2.6269  -2.1362  0.003
H  -6.9912  -0.2978  1.8249  0.000
C  -2.7976  -1.1170  0.1937  0.091
H  0.0939  -1.6850  5.8358  0.000
O  -2.8380  -0.8473  2.4814  0.006
H  -5.7616  0.0147  -2.9334  0.002
C  0.8466  2.4776  -3.4622  0.006
C  1.6136  2.9184  -1.0914  0.013
C  -0.1365  -2.2479  3.2482  0.008
C  1.6749  3.7577  0.0481  0.002
H  -4.4839  -1.1367  -3.4124  0.006
N  2.2261  1.6800  -1.0222  0.101
C  0.2439  -1.2705  -4.9822  0.002
C  4.3813  0.0119  3.1062  0.003
H  0.1254  -2.6543  -1.9818  0.001
H  -4.6543  0.4065  -4.2529  0.000
C  4.4084  -2.5940  -0.7783  0.001
O  3.3641  -3.1292  1.9443  0.067
H  -0.4741  3.3868  1.4046  0.001
C  -3.0711  -1.6122  1.5757  0.012
C  -3.7050  -0.3990  -0.4769  0.068
O  3.6238  1.9453  -2.8292  0.039
O  -5.8491  0.5523  -0.4346  0.018
C  -1.7251  0.2797  -2.3768  0.498
C  3.1570  -0.4008  3.8637  0.011
N  2.1823  -1.1737  1.7942  0.178
C  0.9671  -1.4896  3.8999  0.014
C  2.4445  3.3120  1.2565  0.015
H  1.7989  2.5200  -3.9929  0.001
H  -0.4298  -3.0873  3.8730  0.001
C  0.3049  4.5789  -2.2364  0.002
O  -3.4007  -2.8693  1.7961  0.002
C  3.6000  -0.1257  -1.6412  0.001
H  2.2330  3.9566  2.1051  0.001
H  0.0641  2.8213  -4.1313  0.000
C  -5.1148  -0.3179  -0.0249  0.011
H  -6.9489  -2.0818  1.9476  0.000
C  4.5505  -0.8146  -2.3815  0.001
H  -0.2868  -2.2083  -5.1663  0.001
H  0.6700  1.4351  -3.2061  0.004
O  -0.3555  1.3968  0.8265  0.022
C  -6.8236  -1.2298  1.2847  0.000
O  -2.1772  -0.4080  -4.5758  0.130
H  0.1603  -2.6138  2.2629  0.004
H  -4.5996  -4.3099  1.0183  0.000
C  3.0064  -2.1495  1.3244  0.020
C  3.1428  1.2721  -1.9405  0.015
H  2.1878  2.2774  1.5408  0.007
C  0.9320  -1.3029  5.2735  -0.001
As  -0.8236  -1.2316  -0.1103  0.170
C  -3.7122  -3.7471  0.7266  0.001
H  -0.8544  -3.6452  -0.9045  0.000
As  -3.5584  0.8295  -2.0140  0.242
H  3.8846  0.2641  5.7603  0.000
H  5.6702  -2.6429  -2.5115  0.000
H  1.9131  -0.5418  7.0054  0.001
C  2.0807  -1.0157  3.1809  0.015
Ir  1.6567  0.2934  0.3836  1.295
H  4.9640  -0.3359  -3.2572  0.000
H  -1.7935  2.3421  1.9680  0.001
H  -0.2333  4.9010  -3.1136  0.000
C  -0.7187  2.3935  1.7846  0.002
H  -0.1747  2.1785  2.7009  0.000
C  3.4823  -1.8398  -0.0693  0.000
C  -1.4018  -0.2944  -3.6450  0.092
C  -0.9245  0.3618  -1.2264  0.448
H  -7.5195  -1.2840  0.4449  0.000
C  0.3725  5.4040  -1.1294  0.000
C  1.0633  4.9959  0.0074  0.001
C  1.9623  -0.6636  5.9356  0.011
H  4.9588  0.7289  3.6831  0.000
C  3.0732  -0.2173  5.2325  -0.001
H  4.1197  0.4530  2.1399  0.002
H  1.1341  5.6526  0.8639  0.000
H  -0.1089  6.3678  -1.1481  0.000
O  -0.1122  -0.7352  -3.7131  0.027
H  5.0006  -0.8690  2.9226  0.001
C  4.9388  -2.0773  -1.9535  -0.003
C  -1.0446  1.5108  -0.3805  0.082
C  -4.7375  -0.0868  -3.2868  0.038
N  3.0866  -0.6461  -0.5207  0.003
O  -5.4773  -1.2806  0.8117  0.002
O  -1.7272  2.4921  -0.6085  0.151
H  -0.0165  -0.5643  -5.7743  0.001
C  -0.8153  -2.6928  -1.4346  0.022
C  0.9150  3.3350  -2.2483  0.005
H  -2.8799  -4.4397  0.5743  0.000
H  3.5154  3.3403  1.0490  0.000
H  -1.0074  -1.5993  3.1563  0.002
H  1.3172  -1.4387  -4.9581  0.000
H  -3.9168  -3.2023  -0.1974  0.000

Force components x, y, z for each atom (eV/Å):
0.0 0.0 0.1
0.0 0.1 0.1
0.0 -0.1 0.0
0.2 0.2 0.2
-0.1 -0.1 0.0
-0.3 -0.2 -0.2
0.1 0.0 0.2
0.1 0.0 -0.2
-0.8 2.1 -0.1
-0.1 0.1 -0.2
0.1 -0.5 -0.6
0.1 0.0 0.0
-0.7 -1.7 1.0
0.0 -0.1 -0.5
-0.1 0.0 0.0
0.0 0.1 0.0
0.1 0.0 0.1
-0.3 0.2 0.1
0.0 0.3 -0.4
0.0 -0.2 0.0
0.1 0.4 0.5
0.3 0.2 -0.3
0.0 -0.4 0.2
0.1 -0.2 0.2
-0.6 0.3 -0.2
-0.4 -0.1 -0.4
-1.0 1.8 -1.1
0.6 0.1 -0.4
0.0 0.0 -0.1
-0.1 0.0 -0.1
0.0 -0.1 0.0
0.0 0.2 0.3
0.2 -0.1 0.5
0.3 0.0 -0.3
0.0 0.0 0.1
-0.2 0.0 -0.1
-0.6 0.2 0.0
0.1 0.0 -0.1
-0.3 0.1 0.2
0.1 0.1 0.0
0.0 -0.1 0.0
0.6 -0.6 -0.3
-0.5 0.1 0.1
0.3 0.1 0.2
-0.1 -0.1 0.1
0.1 0.1 0.0
0.2 -0.7 -0.1
0.4 0.3 -0.1
0.1 0.2 0.2
0.2 0.2 0.1
-0.1 -0.4 -1.1
-0.1 -0.3 -0.4
-0.1 0.1 0.1
0.0 -0.5 -0.2
0.1 0.0 0.0
0.0 0.0 0.0
0.0 0.1 0.1
-0.2 0.1 1.8
-0.1 -0.6 0.1
0.0 0.0 0.0
0.1 -0.1 0.0
-0.1 0.0 -0.1
-0.3 0.7 0.7
0.0 -0.1 -0.1
0.5 -0.3 0.0
0.3 -0.3 -0.8
0.1 -0.4 0.4
0.1 0.0 0.1
0.1 -0.1 0.1
-0.2 0.1 -0.2
0.1 0.0 -0.1
0.1 0.0 -0.1
-0.2 0.0 0.1
0.2 0.1 0.1
0.0 0.0 0.1
-0.1 0.1 0.0
-0.4 0.3 0.3
0.1 0.1 -0.1
-0.1 0.1 0.1
-0.5 1.6 -0.3
0.0 -0.1 -0.1
0.7 -0.8 -0.7
0.3 -0.1 -0.1
0.6 -0.8 0.4
0.1 -0.1 0.1
0.2 0.0 0.2
0.5 -0.3 0.6
-0.1 0.1 0.0
0.1 -0.1 0.1
0.0 -0.1 -0.1
0.0 0.0 0.0
0.0 -0.1 0.1



No. 3
C4H12BN2O5PSi as an isolated structure, computed with ωB97M-V/def2-TZVPD.

The total energy is -35408.203 eV. The highest occupied orbital energy comes out at -8.4206 eV. The LUMO energy is -0.00264 hartree.

Each line ends with the Löwdin charge.
Element x y z (Å)
P  1.1813  1.8710  1.2975  0.352
C  -0.3999  -3.8892  -2.5648  -0.143
C  0.2943  -2.1614  -1.3214  -0.143
H  0.2298  -1.4154  -0.5511  0.077
H  2.2540  3.4396  0.3565  0.066
O  -1.7668  2.7193  2.1069  -0.041
H  -1.2473  0.1365  2.9480  0.105
O  2.5104  2.6204  0.8092  -0.174
N  1.2749  1.2699  2.7111  -0.170
N  -0.7259  -3.0487  -1.5366  0.001
O  -2.4779  1.0842  0.5648  0.174
H  -0.9095  3.4741  -0.2036  -0.021
H  2.2238  -1.9209  -2.3045  0.089
Si  -0.5339  3.3223  1.2206  0.585
H  -1.9828  0.3048  0.2727  0.109
C  1.2858  -2.4421  -2.2218  -0.108
H  -0.0690  4.5942  1.7896  -0.028
O  0.8156  0.7469  0.1967  -0.204
H  1.3804  -4.0149  -3.8141  0.089
H  2.2014  1.4267  3.0863  -0.009
H  -1.5820  -3.0808  -1.0174  0.141
H  -1.0766  -4.6600  -2.8877  0.105
O  -2.1361  0.5198  2.8542  0.179
B  -2.1285  1.4275  1.8330  -0.994
H  0.5399  1.2146  -0.6121  0.073
C  0.8445  -3.5385  -3.0118  -0.112

Force components x, y, z for each atom (eV/Å):
-0.5 -0.2 0.9
0.0 0.0 0.0
-0.1 -0.1 0.0
0.1 0.0 0.1
0.5 -0.1 0.0
0.2 0.5 -0.1
-0.2 0.2 0.5
-0.1 0.4 -0.5
0.2 -0.1 -0.1
0.0 0.0 0.0
0.6 0.0 -1.2
0.0 0.2 0.0
0.0 0.0 0.0
-0.2 0.6 -0.4
-0.7 -0.1 0.1
0.0 0.0 0.0
0.0 0.0 0.0
-0.1 0.4 -0.5
0.0 0.0 0.0
0.0 -0.3 0.5
0.0 0.0 0.0
0.0 0.0 0.0
0.5 -0.7 0.0
-0.4 -0.3 1.0
0.0 -0.4 -0.1
0.0 0.0 0.0



No. 4
A 6-piece molecular cluster, C4H21N3O6 overall, computed with ωB97M-V/def2-TZVPD.

As for the SMILES: CNC(=O)CNCN.O.O.O.O.O. The total energy is -21242.934 eV. The value obtained for the energy above the lowest of the compared OMol25 structures with the same formula, charge and spin is 312.9 kJ/mol. The highest occupied orbital energy comes out at -8.5453 eV. The LUMO energy is 0.01162 hartree.

Each line ends with the Löwdin charge.
Element x y z (Å)
N  0.8348  -1.6478  0.1265  0.028
H  -0.0603  2.0568  0.1943  0.042
O  1.8944  1.7566  -2.9812  -0.051
H  -2.6203  -0.2839  1.4767  0.057
H  2.0073  -0.8948  -3.2469  -0.022
H  0.5977  -3.7737  0.4887  0.106
C  0.1859  -2.7744  0.7441  -0.076
C  0.5335  -0.3936  2.2081  -0.139
C  -0.5986  1.7644  2.2626  -0.320
H  -1.0140  2.4560  3.1366  0.143
O  -2.1289  -0.8784  0.9066  -0.013
H  1.3313  -0.9759  2.7458  0.141
H  -0.1999  3.4092  1.1898  0.060
O  1.5324  0.5565  0.2144  -0.026
H  0.1167  -2.6941  1.7867  0.051
H  -2.6304  1.0417  -0.9446  -0.011
H  -1.3590  0.9100  2.1137  0.083
H  0.9514  1.6846  -3.0977  0.013
H  -0.4115  -0.9825  2.3830  0.107
O  2.3369  -1.0343  -2.4226  -0.002
N  0.5666  1.0323  2.7418  -0.048
O  -0.5272  -0.2909  -2.7283  -0.014
H  -0.8352  -2.6133  0.4165  0.068
H  3.1610  -0.6006  -2.2532  0.055
N  -0.5446  2.4724  0.9847  0.010
H  -0.0864  -0.7482  -3.4235  0.029
H  1.0862  -1.6919  -0.8273  0.077
H  2.1048  1.8035  -2.0484  0.020
H  -0.0926  -0.4688  -1.9001  0.006
H  -2.6248  0.8182  -2.3656  0.019
O  -3.2576  0.9155  -1.6412  -0.050
H  1.4420  1.4986  2.7926  0.093
H  -2.6703  -0.9827  0.1889  -0.001
C  0.9789  -0.4464  0.7788  -0.433

Force components x, y, z for each atom (eV/Å):
0.7 1.4 2.0
0.2 -0.2 0.8
0.8 0.3 -0.8
-0.1 0.1 0.2
-0.6 1.2 -3.6
-0.1 0.9 -0.1
-1.0 -0.5 -1.7
1.6 1.0 1.6
-1.4 -0.9 0.7
0.9 -1.1 -2.2
1.8 0.5 2.6
-0.6 0.4 -0.2
0.0 -0.3 -0.7
-1.5 -2.6 1.1
0.4 0.0 1.4
0.4 0.4 1.2
0.9 1.7 0.6
-0.5 -0.1 0.4
0.9 1.4 0.0
0.4 -2.1 4.0
-2.3 -2.6 -0.1
-1.3 1.0 0.2
-0.4 -1.3 0.0
0.4 0.6 -0.4
-0.5 1.3 1.1
0.5 -0.6 -0.5
0.7 0.0 -0.9
-0.4 -0.2 0.4
0.6 -0.1 0.3
-0.3 -0.2 -0.4
0.0 -0.3 -0.7
0.6 0.1 -0.5
-2.2 -0.5 -3.1
1.5 1.1 -2.7